Formula: C66H165N11
Source: the OMol25 dataset
Level of theory: the ωB97M-V functional and the def2-TZVPD basis

Structure (XYZ):
```
242
Properties=species:S:1:pos:R:3
C -4.4336 0.2644 2.4615
C -3.6444 0.4985 3.7714
N -3.7753 1.7514 4.3395
C -3.1412 2.8388 3.5368
C -1.6563 2.6100 3.2229
C -5.1335 2.1348 4.7463
C -5.6876 1.2487 5.8424
H -4.2932 -0.7523 2.1156
H -4.1346 0.9142 1.6890
H -5.5287 0.4335 2.6629
H -3.8205 -0.3462 4.4433
H -2.5728 0.2953 3.5648
H -3.7019 3.0029 2.5817
H -3.3194 3.6786 4.1936
H -1.1764 3.5315 2.8588
H -1.0878 2.3552 4.1033
H -1.5843 1.8873 2.4392
H -5.8018 2.2467 3.9269
H -5.0601 3.1506 5.0736
H -5.0682 1.4055 6.7657
H -5.6126 0.2120 5.5277
H -6.7076 1.4607 6.0613
C -5.6270 0.0728 -7.5182
C -4.4002 -0.4696 -6.8192
N -4.7951 -1.3517 -5.6370
C -5.1285 -2.6738 -6.1191
C -4.0226 -3.4698 -6.8803
C -3.7145 -1.4260 -4.6216
C -3.8325 -0.3420 -3.5703
H -6.1327 -0.5923 -8.1492
H -5.4690 0.9181 -8.1529
H -6.2976 0.3516 -6.6633
H -3.7261 -1.0197 -7.4726
H -3.7841 0.3707 -6.4090
H -5.5670 -3.2241 -5.2457
H -5.9787 -2.5975 -6.7970
H -3.6253 -2.9278 -7.7476
H -3.2832 -3.7157 -6.1119
H -4.4841 -4.4170 -7.1588
H -2.6548 -1.4479 -5.0868
H -3.7506 -2.3161 -4.0220
H -3.0695 -0.2743 -2.8362
H -4.7294 -0.4602 -2.9826
H -3.9504 0.6692 -3.9256
C -7.1855 4.5450 1.4431
C -6.1580 3.8466 0.5696
N -5.5864 4.7647 -0.4228
C -5.6189 4.2001 -1.8279
C -7.0011 4.2714 -2.4796
C -4.2382 5.2506 -0.0723
C -3.9033 6.6593 -0.5262
H -7.9995 5.0457 0.9695
H -6.6197 5.3211 2.0269
H -7.6705 3.8174 2.1225
H -5.3939 3.4190 1.2287
H -6.7077 3.0009 0.1232
H -4.9725 4.8726 -2.3871
H -5.1540 3.1780 -1.8301
H -7.2542 5.2987 -2.5343
H -6.9433 3.9417 -3.5472
H -7.7494 3.6756 -1.9525
H -3.5141 4.5915 -0.5944
H -4.0131 5.0154 0.9499
H -4.5697 7.4112 -0.1573
H -3.8675 6.6268 -1.6057
H -2.8925 6.9036 -0.2226
C 1.8477 -6.9324 -2.9782
C 3.0263 -6.1717 -2.3812
N 2.6390 -5.0864 -1.4826
C 3.5791 -3.9650 -1.4793
C 3.4323 -3.1830 -2.8308
C 2.5202 -5.6401 -0.1270
C 1.8294 -4.7105 0.9534
H 2.1941 -7.8825 -3.4601
H 1.2454 -6.3171 -3.6261
H 1.2515 -7.3644 -2.1904
H 3.6347 -6.9188 -1.8779
H 3.7277 -5.7747 -3.1839
H 4.5915 -4.3544 -1.4176
H 3.3276 -3.2254 -0.7216
H 4.1483 -2.4074 -2.8081
H 2.4112 -2.7009 -2.9061
H 3.5641 -3.7898 -3.7287
H 1.9978 -6.5765 -0.1377
H 3.4847 -5.8295 0.3051
H 1.6457 -5.4167 1.8251
H 2.4696 -3.9025 1.2478
H 0.8807 -4.3554 0.5373
C 0.5899 -2.7358 4.3565
C 1.1150 -1.2901 4.2159
N 1.7242 -0.7346 5.4477
C 0.7341 -0.7456 6.5736
C -0.4764 0.1381 6.4422
C 2.2796 0.5907 5.1626
C 3.2297 1.1172 6.2824
H 0.6282 -3.1949 3.3599
H -0.3824 -2.9147 4.7649
H 1.3062 -3.2928 4.9581
H 1.9692 -1.2435 3.4932
H 0.2977 -0.6713 3.7670
H 0.4244 -1.7806 6.6958
H 1.3194 -0.5152 7.4509
H -1.0606 -0.1886 5.5995
H -1.0528 0.2082 7.3659
H -0.1670 1.1590 6.1732
H 1.4307 1.3009 5.0658
H 2.6988 0.4747 4.1696
H 2.6259 1.4087 7.0812
H 3.7608 1.9475 5.8837
H 3.8751 0.3056 6.5667
C -1.5547 -3.9250 -2.1471
C -2.1083 -4.0491 -0.7264
N -3.3579 -3.2493 -0.5150
C -3.6701 -3.3283 0.9315
C -2.6255 -2.6836 1.7683
C -4.5036 -3.7862 -1.2406
C -5.6383 -2.7551 -1.2879
H -0.5564 -4.3234 -2.1738
H -1.4507 -2.8505 -2.3671
H -2.2190 -4.3079 -2.9370
H -2.3734 -5.0800 -0.4649
H -1.3292 -3.7192 -0.0236
H -4.6086 -2.7906 1.0587
H -3.8159 -4.3851 1.2281
H -1.6752 -3.2055 1.7248
H -2.5431 -1.7112 1.3284
H -2.8692 -2.5903 2.7973
H -4.8291 -4.7073 -0.7847
H -4.2745 -4.0186 -2.2667
H -6.1584 -2.5422 -0.3212
H -6.4078 -2.9864 -2.0002
H -5.1701 -1.8599 -1.5260
C 4.7203 -2.2527 2.3718
C 4.8038 -3.4636 3.3433
N 5.2789 -4.7275 2.7801
C 5.3575 -5.7372 3.8364
C 3.9637 -6.1948 4.3261
C 6.5443 -4.6036 1.9807
C 6.8447 -5.9011 1.2700
H 5.6742 -2.0494 1.8461
H 4.4753 -1.4001 2.9457
H 3.9354 -2.3375 1.6098
H 5.4689 -3.1304 4.1655
H 3.7840 -3.6479 3.7883
H 5.8283 -6.6050 3.3777
H 5.9697 -5.4061 4.6901
H 3.3631 -6.4673 3.4315
H 3.9576 -7.0749 4.9614
H 3.3388 -5.4978 4.8852
H 7.2900 -4.3550 2.7165
H 6.4879 -3.7653 1.2812
H 5.8658 -6.3816 1.0916
H 7.4491 -6.4696 1.9837
H 7.4309 -5.8104 0.3560
C 3.1802 4.8089 4.8054
C 2.3854 3.9140 3.8384
N 2.9866 3.8711 2.5200
C 2.1819 3.1269 1.5911
C 2.0801 3.7773 0.1923
C 4.4374 3.5978 2.4262
C 4.9300 2.3448 3.0944
H 3.4118 5.7329 4.3499
H 4.0717 4.2467 5.0506
H 2.5342 4.9118 5.6952
H 2.2267 2.9316 4.3252
H 1.4545 4.3898 3.6633
H 1.1894 2.9425 2.0065
H 2.4653 2.0721 1.2242
H 3.0260 3.7613 -0.3196
H 1.7045 4.8097 0.3334
H 1.3220 3.2657 -0.3772
H 4.6521 3.5221 1.3382
H 4.9786 4.5390 2.6157
H 4.8595 2.4498 4.2063
H 4.3786 1.5030 2.7409
H 6.0110 2.2569 2.8551
C 0.5031 5.4196 -2.6243
C -0.8083 4.6258 -2.8137
N -1.2325 4.5438 -4.2100
C -2.4644 3.7379 -4.2862
C -2.4986 2.9658 -5.5952
C -1.3815 5.8579 -4.8487
C -2.3598 6.9144 -4.1543
H 0.7370 5.4246 -1.5385
H 0.4539 6.4211 -2.9796
H 1.2749 4.9247 -3.2097
H -0.5981 3.5800 -2.5687
H -1.6320 4.9563 -2.1361
H -2.4730 3.0852 -3.4368
H -3.2908 4.4197 -4.2481
H -2.1617 3.5750 -6.4020
H -1.8301 2.1288 -5.5149
H -3.4503 2.4743 -5.8773
H -1.6297 5.7449 -5.8788
H -0.3918 6.2842 -4.9860
H -2.0198 7.9162 -4.2283
H -2.4193 6.6643 -3.0697
H -3.4050 6.7939 -4.5592
C 1.5296 0.4918 -2.5381
C 0.0984 0.3640 -2.0337
N -0.0989 0.7160 -0.5985
C 0.8172 -0.0487 0.2570
C 0.4460 -1.5186 0.3669
C -1.4830 0.6350 -0.1780
C -2.3298 1.8927 -0.5322
H 2.0030 1.4397 -2.2940
H 1.5230 0.3405 -3.6278
H 2.2005 -0.3317 -2.2117
H -0.6069 0.9909 -2.5826
H -0.2481 -0.6960 -2.2487
H 1.8579 0.0696 -0.0807
H 0.8102 0.4025 1.2984
H -0.6449 -1.6364 0.3058
H 0.9871 -2.0842 -0.4253
H 0.7849 -1.9162 1.2996
H -1.4443 0.5925 0.8993
H -1.9595 -0.2898 -0.4853
H -2.6054 1.9114 -1.5928
H -1.7408 2.8193 -0.3837
H -3.2960 1.9979 0.0486
C 5.6541 1.3746 -0.2744
C 5.2323 0.1967 -1.1692
N 6.3285 -0.4463 -1.8201
C 7.2105 0.4771 -2.6053
C 6.5481 0.8597 -3.9356
C 7.1655 -1.2339 -0.8558
C 7.8837 -2.3319 -1.6098
H 6.3394 1.1047 0.5241
H 4.7325 1.7186 0.1522
H 6.0606 2.1603 -0.8534
H 4.6808 -0.5463 -0.5580
H 4.5551 0.5987 -1.9207
H 7.5335 1.3402 -2.0072
H 8.1078 -0.0797 -2.8256
H 7.2234 1.5098 -4.5175
H 6.3157 -0.0127 -4.5080
H 5.5782 1.3829 -3.8202
H 6.4644 -1.7022 -0.1607
H 7.8694 -0.5669 -0.3148
H 8.3165 -2.9847 -0.8500
H 8.6194 -2.0947 -2.3484
H 7.1568 -2.9406 -2.1699
```

Summary:
Energy relative to the best compared isomer or geometry (same formula, charge and spin) = 87.9 kcal per mole
LUMO level = 0.028 Eh
Kohn-Sham gap = 8.788 eV
E_HOMO = -0.2953 Ha
SMILES = CCN(CC)CC.CCN(CC)CC.CCN(CC)CC.CCN(CC)CC.CCN(CC)CC.CCN(CC)CC.CCN(CC)CC.CCN(CC)CC.CCN(CC)CC.CCN(CC)CC.CCN(CC)CC
E = -3215.6981 Eh
Largest force on an atom = 0.067 hartree/bohr

Formula: C5H12N2
Source: the OMol25 dataset
Level of theory: the ωB97M-V functional and the def2-TZVPD basis

Structure (XYZ):
```
19
Properties=species:S:1:pos:R:3
N -0.4261 -2.2499 1.3738
C -0.9488 -1.4931 0.1895
C -0.4309 -0.0542 0.4860
C 1.0071 0.2105 0.4532
C 1.2932 1.5229 -0.4680
C -0.0090 1.4199 -1.3812
N -1.0399 0.6628 -0.6735
H 0.6527 -2.2757 1.3860
H -0.8829 -3.1459 1.3621
H -0.7454 -1.6661 -0.8919
H -2.0863 -1.3889 0.2692
H -0.8562 0.3309 1.3905
H 1.5435 0.2593 1.3843
H 1.6112 -0.6688 -0.0878
H 2.3556 1.6438 -0.7577
H 1.0174 2.2835 0.2837
H -0.4985 2.3707 -1.6202
H 0.1961 0.9790 -2.4008
H -1.7528 1.2593 -0.2973
```

Summary:
Energy relative to the best compared isomer or geometry (same formula, charge and spin) = 45.6 kcal per mole
LUMO level = 0.041 Eh
Kohn-Sham gap = 9.777 eV
E_HOMO = -0.3187 Ha
SMILES = NC[C@H]1CCCN1
E = -307.1567 Eh
Largest force on an atom = 0.106 hartree/bohr

Question: The lowest Kohn-Sham gap belongs to which entry?
Answer: C66H165N11

Question: The highest LUMO level belongs to which entry?
Answer: C5H12N2